No. 1
DFT (ωB97M-V/def2-TZVPD) results for a single C6H9N molecule.

For the highest occupied orbital energy, the calculation gives -7.60 eV. As for the net charge: 0. As for the SMILES: Cc1c[nH]c(C)c1. The HOMO-LUMO gap comes out at 8.60 eV.

Last column: Löwdin charge in e.
CARTESIAN COORDINATES (ANGSTROEM)
C  -0.24006  2.11915  -0.56725  -0.07
C  -0.06432  0.72646  -1.23029  -0.25
C  1.10447  -0.02441  -1.39080  -0.08
N  1.04170  -1.08045  -0.50777  0.05
C  -0.15322  -1.04222  0.18595  -0.32
C  -0.40683  -1.56602  1.56297  -0.04
C  -0.89378  -0.07507  -0.40571  -0.11
H  0.71167  2.64204  -0.51902  0.07
H  -0.50574  1.94513  0.50061  0.08
H  -1.04089  2.74096  -0.96781  0.06
H  1.95791  0.01678  -2.06827  0.11
H  1.83273  -1.65907  -0.27872  0.15
H  0.50938  -1.65892  2.15422  0.08
H  -1.02266  -0.83043  2.09076  0.08
H  -0.94531  -2.50815  1.57661  0.07
H  -1.88506  0.25422  -0.13548  0.12

---

No. 2
DFT (ωB97M-V/def2-TZVPD) results for a single C6H9N molecule.

For the highest occupied orbital energy, the calculation gives -9.55 eV. As for the net charge: 0. As for the SMILES: C#CC[C@]1(C)CN1. The HOMO-LUMO gap comes out at 10.59 eV.

Last column: Löwdin charge in e.
CARTESIAN COORDINATES (ANGSTROEM)
C  2.96262  -0.25150  -0.14971  0.11
C  1.84628  -0.35660  -0.58885  -0.14
C  0.47254  -0.47110  -1.09519  -0.15
C  -0.54883  -0.02046  -0.06046  -0.54
C  -0.51550  1.45876  0.26242  -0.03
C  -0.99111  -1.00257  0.95152  -0.12
N  -1.85461  -0.66365  -0.18821  0.05
H  3.95493  -0.16797  0.23716  0.02
H  0.36416  0.13190  -2.00596  0.13
H  0.25895  -1.50897  -1.37215  0.12
H  0.51744  1.81718  0.33629  0.08
H  -1.01698  1.67085  1.21286  0.08
H  -1.02282  2.02827  -0.52919  0.09
H  -0.58728  -2.01453  0.93833  0.11
H  -1.26346  -0.64065  1.94098  0.11
H  -2.57634  -0.00896  0.11016  0.09

---

No. 3
DFT (ωB97M-V/def2-TZVPD) results for a molecular structure, C6H9N.

For the highest occupied orbital energy, the calculation gives -9.09 eV. As for the net charge: 0. The HOMO-LUMO gap comes out at 10.25 eV.

Last column: Löwdin charge in e.
CARTESIAN COORDINATES (ANGSTROEM)
C  -1.55456  -0.23589  -1.02490  -0.10
C  -0.44252  0.72345  -0.94198  -0.25
C  0.17210  0.95009  0.44673  -0.21
C  1.54486  0.25817  0.20131  -0.09
C  0.62722  -0.98836  0.09815  -0.26
C  -0.18763  -0.35191  1.22667  -0.11
N  -0.15355  -0.70175  -1.14928  -0.01
H  -2.11766  -0.36786  -1.94257  0.10
H  -2.17775  -0.34186  -0.14078  0.09
H  -0.20458  1.40725  -1.75486  0.14
H  0.08054  1.94227  0.89159  0.13
H  2.13820  0.55167  -0.67149  0.11
H  2.16975  0.24529  1.10014  0.11
H  1.02632  -2.00416  0.12655  0.13
H  -1.22171  -0.67730  1.31506  0.09
H  0.28993  -0.40516  2.20571  0.11

---

No. 4
DFT (ωB97M-V/def2-TZVPD) results for 2 unconnected molecules or ions with the total composition C6H9N.

For the highest occupied orbital energy, the calculation gives -8.12 eV. As for the net charge: 0. As for the SMILES: C[C@]12C=C1C2.C=N. The HOMO-LUMO gap comes out at 9.12 eV.

Last column: Löwdin charge in e.
CARTESIAN COORDINATES (ANGSTROEM)
C  0.15940  1.64651  0.06254  -0.05
C  1.16405  0.54693  -0.10140  -0.33
C  2.55330  0.64943  -0.26645  -0.07
C  2.22497  0.13360  -1.49815  0.03
C  0.96251  -0.62213  -0.96832  -0.16
H  0.57873  2.50553  0.59436  0.08
H  -0.72558  1.26951  0.58560  0.04
H  -0.16539  1.98365  -0.93218  0.10
H  3.34718  1.26358  0.13800  0.10
H  0.07567  -0.65864  -1.60691  0.09
H  1.22806  -1.59275  -0.55736  0.10
C  -2.26067  -1.66379  0.59955  -0.12
N  -2.13595  -0.53518  1.16162  0.03
H  -2.02265  -1.75359  -0.46308  0.05
H  -2.59737  -2.57822  1.10153  0.07
H  -2.38625  -0.59443  2.15063  0.05

---

No. 5
DFT (ωB97M-V/def2-TZVPD) results for a single C6H9N molecule.

For the highest occupied orbital energy, the calculation gives -9.29 eV. As for the net charge: 0. As for the SMILES: CC#CC[C@H]1CN1. The HOMO-LUMO gap comes out at 10.35 eV.

Last column: Löwdin charge in e.
CARTESIAN COORDINATES (ANGSTROEM)
C  2.56360  0.55284  2.51443  -0.11
C  1.75083  0.58742  1.29913  -0.09
C  1.05684  0.31149  0.35231  -0.05
C  0.21172  -0.43193  -0.58820  -0.17
C  -1.27074  -0.12963  -0.48010  -0.34
C  -2.11605  0.20478  -1.64643  -0.15
N  -2.12982  -1.14186  -1.08226  0.01
H  2.08327  1.07089  3.34896  0.07
H  3.57149  0.95419  2.38015  0.07
H  2.65854  -0.50316  2.79283  0.08
H  0.34654  -1.48031  -0.29215  0.12
H  0.55611  -0.35628  -1.62498  0.12
H  -1.57771  0.28580  0.47948  0.14
H  -1.66882  0.27539  -2.63550  0.10
H  -2.97590  0.85181  -1.48626  0.10
H  -2.96160  -1.29423  -0.52040  0.09

---

No. 6
DFT (ωB97M-V/def2-TZVPD) results for a molecular structure, C6H9N.

For the highest occupied orbital energy, the calculation gives -9.07 eV. As for the net charge: 0. The HOMO-LUMO gap comes out at 10.19 eV.

Last column: Löwdin charge in e.
CARTESIAN COORDINATES (ANGSTROEM)
C  2.12216  0.45850  -0.22353  0.06
C  0.80495  0.55974  -0.18500  -0.34
C  -0.22951  0.51423  0.91480  -0.18
C  -1.12120  1.14941  -0.17539  -0.13
N  -0.29885  0.35654  -1.16039  -0.04
C  -0.75629  -1.01441  -0.76336  -0.17
C  -0.34713  -1.03632  0.73332  -0.13
H  2.65876  0.10850  -1.09688  0.06
H  0.68975  -1.38916  0.77500  0.10
H  2.69276  0.63933  0.68555  0.07
H  -0.11891  0.90805  1.92756  0.13
H  -2.20045  0.96650  -0.22496  0.11
H  -0.92461  2.21720  -0.31115  0.12
H  -0.28901  -1.78399  -1.37991  0.11
H  -1.84183  -1.06984  -0.92149  0.11
H  -0.93406  -1.62480  1.43735  0.10

---

No. 7
DFT (ωB97M-V/def2-TZVPD) results for a molecular structure, C6H9N.

For the highest occupied orbital energy, the calculation gives -8.24 eV. As for the net charge: 0. The HOMO-LUMO gap comes out at 9.42 eV.

Last column: Löwdin charge in e.
CARTESIAN COORDINATES (ANGSTROEM)
C  -2.06615  0.27280  -0.04776  -0.09
N  -0.73213  0.34773  -0.66292  -0.11
C  0.57476  1.10870  -0.50481  -0.15
C  1.51268  0.41178  0.49266  -0.16
C  0.67787  -0.71443  1.05008  -0.10
C  0.07418  -0.83136  -0.38650  -0.26
C  1.32475  -0.10376  -0.92751  -0.11
H  -2.11432  0.08608  1.03801  0.07
H  -2.52789  -0.61429  -0.52063  0.08
H  -2.72649  1.10817  -0.29804  0.07
H  0.85957  2.10357  -0.85601  0.13
H  2.33856  0.91079  1.00315  0.13
H  0.01916  -0.47004  1.89307  0.10
H  1.28609  -1.59330  1.27540  0.11
H  -0.35043  -1.78265  -0.70659  0.14
H  1.84976  -0.27096  -1.86244  0.13

---

No. 8
DFT (ωB97M-V/def2-TZVPD) results for a single C6H9N molecule at a distorted geometry.

For the highest occupied orbital energy, the calculation gives -8.42 eV. As for the net charge: 0. As for the SMILES: CC(C)=C(C)C#N. The HOMO-LUMO gap comes out at 8.70 eV.

Last column: Löwdin charge in e.
CARTESIAN COORDINATES (ANGSTROEM)
C  0.69738  0.06462  1.12394  -0.05
C  0.36500  0.34086  -0.32026  -0.19
C  1.15483  1.23102  -1.17155  -0.07
C  -0.91208  -0.35621  -0.92483  -0.22
C  -1.93330  -1.16603  -0.22908  -0.06
C  -1.17782  -0.16929  -2.23948  -0.30
N  -1.31426  -0.18199  -3.37841  0.16
H  0.06207  0.62968  1.84682  0.11
H  1.67375  0.32311  1.21555  0.03
H  0.46504  -0.99573  1.36710  0.10
H  1.15426  2.22231  -0.77250  0.08
H  2.15416  0.84957  -1.05875  0.08
H  0.90180  1.24111  -2.27468  0.10
H  -2.84714  -0.58440  -0.34708  0.10
H  -1.66206  -1.12094  0.77933  0.04
H  -2.15276  -2.17880  -0.37630  0.07

---

No. 9
DFT (ωB97M-V/def2-TZVPD) results for a single C6H9N molecule at a distorted geometry.

For the highest occupied orbital energy, the calculation gives -7.62 eV. As for the net charge: 0. The HOMO-LUMO gap comes out at 8.65 eV.

Last column: Löwdin charge in e.
CARTESIAN COORDINATES (ANGSTROEM)
C  1.60256  -0.65242  0.98012  -0.03
C  0.48048  -0.23410  0.07509  -0.39
C  0.62476  0.66446  -1.11732  -0.05
C  -0.26612  1.08266  0.02418  -0.18
C  -1.67210  0.45881  -0.04545  -0.14
N  -1.75237  -0.86293  -0.95922  0.01
C  -0.84775  -1.02003  -0.04041  -0.24
H  1.23357  -0.89978  1.98633  0.08
H  2.34403  0.15038  1.08305  0.08
H  2.12159  -1.53721  0.58492  0.08
H  1.56756  1.20397  -1.19316  0.11
H  0.17853  0.36500  -2.06662  0.11
H  -0.07908  1.97997  0.60758  0.14
H  -2.45549  0.64513  0.67808  0.12
H  -2.08744  0.54351  -1.16223  0.16
H  -0.99275  -1.88741  0.56504  0.13

---

No. 10
DFT (ωB97M-V/def2-TZVPD) results for a single C6H9N molecule.

For the highest occupied orbital energy, the calculation gives -7.64 eV. As for the net charge: 0. As for the SMILES: Cc1c[nH]c(C)c1. The HOMO-LUMO gap comes out at 8.62 eV.

Last column: Löwdin charge in e.
CARTESIAN COORDINATES (ANGSTROEM)
C  1.29867  -1.34128  1.22856  -0.08
C  0.69892  0.07138  1.29555  -0.26
C  -0.63352  0.33906  1.60518  -0.08
N  -1.25344  0.72034  0.44478  0.06
C  -0.34189  0.74364  -0.59414  -0.33
C  -0.70994  0.66253  -2.02797  -0.04
C  0.87395  0.51242  -0.04446  -0.09
H  0.80506  -1.98248  1.94787  0.06
H  2.38811  -1.38487  1.28153  0.07
H  1.03901  -1.76026  0.22942  0.08
H  -1.21109  0.32682  2.52679  0.11
H  -2.23790  0.89786  0.34505  0.15
H  -1.42873  1.42770  -2.31931  0.07
H  0.20617  0.77156  -2.61291  0.08
H  -1.13092  -0.32348  -2.27738  0.08
H  1.82614  0.39239  -0.54171  0.12

---

No. 11
DFT (ωB97M-V/def2-TZVPD) results for a single C6H9N molecule.

For the highest occupied orbital energy, the calculation gives -9.55 eV. As for the net charge: 0. As for the SMILES: C#CC[C@]1(C)CN1. The HOMO-LUMO gap comes out at 10.58 eV.

Last column: Löwdin charge in e.
CARTESIAN COORDINATES (ANGSTROEM)
C  2.97518  -0.40490  -0.18052  0.11
C  1.82916  -0.59383  -0.49895  -0.14
C  0.42917  -0.81705  -0.87577  -0.15
C  -0.54880  -0.01130  -0.03125  -0.54
C  -0.42841  1.49101  -0.15475  -0.03
C  -1.04837  -0.60203  1.22818  -0.12
N  -1.87796  -0.61527  0.01985  0.05
H  3.99169  -0.24365  0.10331  0.02
H  0.28730  -0.55966  -1.93396  0.13
H  0.18036  -1.87952  -0.77686  0.12
H  0.57147  1.82369  0.14311  0.08
H  -1.16096  1.99757  0.48495  0.08
H  -0.59773  1.81012  -1.19151  0.09
H  -0.68808  -1.57574  1.55124  0.11
H  -1.32191  0.07381  2.03445  0.11
H  -2.59212  0.10673  0.07849  0.09

---

No. 12
DFT (ωB97M-V/def2-TZVPD) results for a single C6H9N molecule at a distorted geometry.

For the highest occupied orbital energy (alpha / beta), the calculation gives -8.19 / -7.42 eV. As for the net charge: 0. As for the SMILES: C=C1/C(=C/C)N1C. The HOMO-LUMO gap (alpha / beta) comes out at 8.43 / 7.41 eV.

Last column: Löwdin charge in e.
CARTESIAN COORDINATES (ANGSTROEM)
C  -2.81438  0.11344  -1.25391  0.04
C  -1.80579  0.28781  -0.41654  -0.26
C  -0.76967  0.13740  0.53164  -0.02
C  0.20809  -1.33623  1.18906  -0.03
C  1.43752  -0.85855  1.83309  -0.25
N  -0.60995  1.05119  -0.41851  -0.07
C  0.20809  1.23358  -1.54024  -0.08
H  -2.92570  0.45001  -2.26095  0.04
H  -3.54542  -0.64880  -1.00482  0.05
H  -0.45949  -1.89902  1.89037  0.05
H  2.12646  -1.71979  2.03252  0.08
H  1.18131  -0.41753  2.84133  0.08
H  2.10101  -0.06007  1.47841  0.06
H  0.73629  0.35949  -1.92449  0.09
H  -0.36661  1.54687  -2.47365  0.10
H  0.91252  2.13276  -1.36258  0.11